No. 1
Computed, not measured: 2 unconnected molecules or ions with the total composition C3H8OS, with the ωB97M-V functional and the def2-TZVPD basis.

**Relative energy (zero: lowest compared OMol25 entry of this formula, charge and spin)**: 42.7 kcal per mole
**HOMO**: -0.3380 Eh
**Spin multiplicity**: 1
**Charge**: 0
**Electronic energy**: -592.4501 hartree

Last column: Mulliken charge in e.
Cartesian coordinates (Å):
C -1.6685 1.4266 -1.4651  -0.7782
C -2.0098 2.3962 -0.3733  0.2074
O -1.1542 3.2604 -0.0998  -0.5164
H -0.6056 1.0365 -1.3413  0.2383
H -1.1742 2.2464 -2.2214  0.2785
H -2.3510 0.5874 -1.6940  0.3041
H -3.0384 2.2787 0.0992  0.2660
C 1.6569 -2.0731 1.4830  -0.7914
S 2.8049 -3.2369 0.5883  -0.1982
H 0.9452 -1.6848 0.8304  0.2916
H 0.9745 -2.7693 2.0992  0.2492
H 1.9663 -1.2171 2.0481  0.3233
H 3.6540 -2.2510 0.0468  0.1258

Force components x, y, z for each atom (eV/Å):
C 3.1 1.5 -1.1
C 2.0 1.0 0.4
O -2.8 -1.8 0.1
H -1.4 -0.1 0.8
H -2.3 -2.2 0.5
H 0.2 1.0 -0.5
H 1.0 0.6 -0.1
C -1.1 -2.6 0.9
S 0.6 2.2 0.2
H -1.0 0.7 -1.7
H 1.4 1.0 -0.4
H 1.1 -0.1 0.6
H -0.9 -1.1 0.5


No. 2
Computed, not measured: a molecular structure, C68H112Br2N12O4, with the ωB97M-V functional and the def2-TZVPD basis.

**Relative energy (zero: lowest compared OMol25 entry of this formula, charge and spin)**: 0.0 kcal per mole
**HOMO**: -0.8755 Eh
**Spin multiplicity**: 1
**Charge**: +10
**Electronic energy**: -8759.5610 hartree

Last column: Mulliken charge in e.
Cartesian coordinates (Å):
C -7.0666 -7.5929 -9.1420  -0.8040
N -6.3383 -6.8741 -8.1569  0.0482
C -5.9804 -7.4495 -6.9661  -0.5796
C -5.2956 -6.7684 -6.0191  -0.5788
C -4.9801 -5.4231 -6.2404  1.1546
C -5.3058 -4.8319 -7.4373  -0.8130
C -5.9717 -5.6196 -8.4049  -0.1685
C -4.3283 -4.6416 -5.1605  1.0965
C -4.6020 -4.8745 -3.8184  -0.9107
C -4.1242 -3.9877 -2.8815  -0.3209
N -3.2674 -3.0105 -3.1961  0.1836
C -2.9240 -2.8284 -4.5287  -0.2833
C -3.5066 -3.5443 -5.5024  -0.8254
C -2.7600 -2.1507 -2.1058  -1.0581
H -8.0504 -7.9601 -8.8236  0.3739
H -6.5122 -8.5034 -9.4112  0.4060
H -7.1873 -7.0202 -10.0641  0.2814
H -6.2449 -8.4953 -6.8144  0.4863
H -5.0170 -7.2381 -5.1012  0.4952
H -5.1498 -3.7790 -7.6294  0.4366
H -6.2263 -5.1978 -9.3749  0.3955
H -5.2582 -5.6810 -3.4881  0.4576
H -4.4642 -4.0367 -1.8550  0.5833
H -2.3180 -1.9613 -4.7639  0.4019
H -3.2294 -3.2933 -6.5216  0.4740
H -2.0439 -1.4720 -2.5489  0.1469
H -2.2500 -2.7250 -1.3329  0.4735
H -3.5977 -1.6066 -1.6977  0.4403
C 3.1644 11.1181 -0.3168  -0.8278
N 2.2946 10.0524 0.2265  0.0539
C 2.2099 8.9039 -0.4527  -0.3626
C 1.4664 7.8399 0.0219  -0.8058
C 0.7806 7.9632 1.2277  0.5774
C 0.8424 9.1825 1.9099  -0.6690
C 1.5617 10.2305 1.3645  -0.4547
C -0.0101 6.7687 1.6589  1.0875
C -0.6736 5.9169 0.7430  -0.9649
C -1.3794 4.8589 1.2683  -0.1683
N -1.4236 4.5956 2.5783  0.3280
C -0.7269 5.3601 3.4591  -0.6726
C -0.0700 6.4848 3.0154  -0.8294
C -2.4370 3.6433 3.0539  -0.9151
H 3.1672 11.0486 -1.3927  0.3547
H 4.1952 11.0212 0.0473  0.3542
H 2.7954 12.1113 -0.0269  0.3651
H 2.6910 8.9115 -1.4101  0.4856
H 1.4694 6.8999 -0.5199  0.3488
H 0.1318 9.3488 2.7169  0.5963
H 1.6185 11.1877 1.8790  0.4798
H -0.6966 6.0929 -0.3169  0.7558
H -1.9580 4.2211 0.6199  0.5446
H -0.7565 5.0043 4.4879  0.6009
H 0.4227 7.1883 3.6710  0.6130
H -2.7865 2.9499 2.2830  0.2634
H -3.3073 4.2640 3.3095  0.4327
H -2.1548 3.0485 3.9415  0.3322
C 3.9698 5.7846 4.1835  -0.7745
N 3.5336 4.4248 4.6554  0.1721
C 3.8270 3.2931 3.9361  -0.6840
C 3.3436 2.0833 4.3051  -0.6996
C 2.5885 1.9685 5.4924  0.5773
C 2.2838 3.1088 6.2137  -0.7708
C 2.7982 4.3163 5.8060  -0.6002
C 2.1275 0.6255 6.0121  0.8221
C 2.9880 -0.4818 5.9807  -0.6788
C 2.4911 -1.7110 6.3879  -0.3203
N 1.2074 -1.8838 6.7502  0.2182
C 0.3968 -0.7881 6.8354  -0.7651
C 0.8044 0.4634 6.4171  -0.6745
C 0.6436 -3.1400 7.2295  -0.6868
H 3.9360 5.7654 3.0902  0.1715
H 4.9653 5.9805 4.5667  0.3412
H 3.2620 6.5268 4.5832  0.3765
H 4.3193 3.4933 3.0037  0.6745
H 3.6935 1.2608 3.7186  0.6317
H 1.7918 3.0686 7.1484  0.8217
H 2.7517 5.2872 6.3169  0.5795
H 4.0012 -0.3127 5.6119  0.6607
H 3.1343 -2.5826 6.4074  0.4684
H -0.6186 -0.8984 7.2070  0.4757
H 0.0678 1.2627 6.4119  0.5701
H 1.3701 -3.9792 7.1762  0.2915
H -0.2645 -3.4041 6.6732  0.1120
H 0.3424 -2.9327 8.2584  0.3880
C -7.8364 4.8942 -2.8871  -0.8804
N -6.5280 4.2395 -3.3140  -0.0394
C -5.6151 3.9927 -2.3821  -0.2972
C -4.3903 3.5265 -2.7371  -0.7262
C -4.0950 3.2263 -4.0731  0.8122
C -5.1092 3.4471 -5.0151  -0.8207
C -6.3343 3.9571 -4.6090  -0.3528
C -2.7456 2.7283 -4.4683  1.1408
C -2.1688 3.0803 -5.6685  -0.6408
C -0.9028 2.6249 -5.9891  -0.5688
N -0.2085 1.8087 -5.1329  0.2291
C -0.7809 1.5065 -3.9377  -1.2754
C -2.0246 1.9450 -3.5432  -0.3800
C 1.1501 1.3918 -5.4757  -0.8409
H -8.6355 4.6048 -3.5552  0.3682
H -7.6752 5.9780 -2.8966  0.3640
H -8.0915 4.5446 -1.8925  0.3931
H -5.7351 4.3173 -1.3506  0.4450
H -3.6247 3.4628 -1.9707  0.4685
H -4.9842 3.2573 -6.0772  0.5243
H -7.1354 4.2122 -5.2940  0.4761
H -2.7728 3.7022 -6.3237  0.6242
H -0.5315 2.9107 -6.9720  0.4549
H -0.1261 0.9003 -3.3252  0.9052
H -2.4056 1.5705 -2.5933  0.5865
H 1.9670 1.8077 -4.8367  0.2456
H 1.3500 1.5633 -6.5486  0.3469
H 1.1124 0.2968 -5.3463  0.3770
C -2.6480 -8.5556 2.2465  -0.8498
N -1.8197 -7.2795 2.1268  0.1642
C -0.9092 -7.4051 0.9589  -0.8587
C -2.7202 -6.0615 1.8808  -0.8356
C -0.9307 -7.1034 3.4455  -0.1926
C -1.7234 -7.3021 4.7584  -0.6912
O -2.9036 -6.5259 4.6527  -0.4090
H -3.2107 -8.8650 1.3664  0.3790
H -3.3986 -8.3905 3.0233  0.3497
H -2.0144 -9.3669 2.5472  0.4158
H -0.3452 -6.4522 0.8513  0.1709
H -1.5953 -7.5226 0.0895  0.3659
H -0.2237 -8.2569 1.0485  0.4276
H -3.2147 -6.2827 0.9316  0.4081
H -2.1543 -5.1521 1.6959  0.2375
H -3.4041 -5.9676 2.7190  0.3201
H -0.4648 -6.1004 3.3979  0.0740
H -0.1981 -7.9126 3.4110  0.3965
H -1.1228 -6.9876 5.6232  0.3916
H -1.8654 -8.3681 4.8400  0.4232
H -3.5111 -6.6765 5.3893  0.2995
C 7.3220 2.7633 -0.7344  -0.8445
N 5.7870 2.9809 -0.5458  -0.0803
C 5.1784 2.8464 -1.9062  -1.0738
C 5.2493 1.9271 0.4008  -0.9631
C 5.5825 4.4193 0.0487  -0.7877
C 4.1227 4.9569 -0.1205  -0.6464
O 3.1809 4.3019 0.6842  0.9913
H 7.4684 1.7065 -0.9797  0.3733
H 7.8036 3.0385 0.2055  0.4268
H 7.7286 3.4118 -1.5312  0.4332
H 5.5824 1.9687 -2.4167  0.3513
H 5.3496 3.7245 -2.5270  0.3946
H 4.0935 2.7162 -1.8000  0.4671
H 4.2125 2.1999 0.7047  -0.0448
H 5.9098 1.8918 1.2807  0.3697
H 5.2755 0.9722 -0.1338  0.8390
H 6.3025 5.1096 -0.4014  0.4359
H 5.8438 4.3507 1.1072  0.4246
H 3.9197 4.8165 -1.1802  0.5857
H 4.1647 6.0313 0.0898  0.2740
H 2.4108 4.0071 0.1972  -0.7663
C -1.5813 -0.1305 1.1293  -0.6960
N -0.0988 -0.3393 1.4319  1.8229
C 0.5383 -1.0163 0.2618  -0.9680
C 0.5085 1.0260 1.5406  -0.7191
C 0.1790 -1.1128 2.7581  -0.3193
C -0.3012 -2.6030 2.7274  -0.3795
O -1.6708 -2.6428 2.4111  -0.2237
H -1.5883 0.4418 0.1780  0.2956
H -2.0096 0.5097 1.8864  0.1935
H -2.0665 -1.1032 1.0431  0.1088
H 1.5535 -1.3227 0.5696  0.2840
H 0.6480 -0.4046 -0.6412  0.2520
H -0.0251 -1.9329 0.0295  0.1037
H 0.0661 1.5997 2.3851  0.1612
H 0.2421 1.5374 0.6305  -0.0330
H 1.5858 0.9819 1.6521  0.2873
H -0.2834 -0.4960 3.5504  0.0897
H 1.2645 -0.9978 2.8222  0.1783
H -0.1512 -3.0465 3.7194  0.5023
H 0.3342 -3.1438 2.0065  -0.2553
H -2.1426 -2.7375 3.3056  0.0453
C 2.8485 -5.4516 0.4408  -1.0543
N 4.0270 -4.8253 -0.2919  -0.2075
C 5.2141 -4.8883 0.6499  -0.7243
C 4.2594 -5.6655 -1.5135  -0.7959
C 3.6222 -3.4339 -0.6511  -0.4331
C 4.5372 -2.5014 -1.3924  -0.3383
O 5.4236 -1.7989 -0.5123  -0.4763
H 2.6517 -4.8523 1.3352  0.3993
H 3.1563 -6.4540 0.7851  0.4416
H 1.9608 -5.5544 -0.1988  0.4228
H 5.4219 -5.9323 0.8124  0.4285
H 4.8141 -4.4620 1.5793  0.3641
H 6.0750 -4.3535 0.2393  0.3490
H 5.1819 -5.3177 -2.0523  0.3972
H 3.3317 -5.6643 -2.1386  0.3511
H 4.4817 -6.6768 -1.1458  0.4406
H 3.3195 -3.0560 0.3307  0.2588
H 2.7197 -3.5921 -1.2435  0.3402
H 3.8548 -1.8761 -1.9870  0.2732
H 5.2419 -2.9910 -2.0766  0.3045
H 5.0221 -1.4024 0.2605  0.2834
Br 0.7910 3.4782 -1.4669  -0.7947
Br -2.3764 -3.1478 5.1704  -0.6407

Force components x, y, z for each atom (eV/Å):
C -0.9 -2.1 -2.0
N 1.1 1.0 1.7
C -0.6 -1.0 -0.8
C 0.1 0.9 -0.1
C 0.3 -0.1 0.5
C -0.7 -0.7 -0.7
C 0.3 1.1 0.4
C -0.2 0.3 -0.8
C -0.3 0.0 -0.1
C -0.1 -0.3 0.3
N 0.3 -0.2 -1.0
C -0.2 1.3 1.9
C 0.1 -1.0 -0.4
C 0.2 -0.1 -0.7
H 0.2 0.5 0.4
H 0.0 0.2 0.1
H 0.0 0.1 0.3
H -0.1 0.2 -0.3
H 0.0 -0.5 0.3
H 0.1 -0.1 -0.2
H -0.1 -0.2 0.2
H 0.1 0.3 -0.1
H 0.2 -0.1 0.1
H 0.2 -0.2 0.2
H -0.2 -0.2 0.0
H 0.1 0.3 0.0
H -0.2 -0.2 -0.1
H -0.2 0.2 0.2
C 0.3 1.0 0.3
N -0.7 0.2 0.8
C -0.4 -0.1 0.1
C 0.4 0.1 0.1
C 0.1 -0.3 -0.8
C -1.1 -0.3 -0.5
C 0.8 -0.2 0.1
C -0.3 0.3 -0.6
C 0.4 0.5 1.2
C 0.0 0.3 -0.7
N 0.5 0.0 0.1
C -0.4 -0.3 0.1
C 0.1 -0.3 0.1
C -1.1 -0.2 0.7
H -0.1 0.0 -0.3
H -0.3 -0.2 0.1
H 0.0 -0.4 0.0
H 0.3 -0.2 -0.2
H -0.1 0.2 -0.1
H 0.5 0.3 0.2
H 0.0 0.0 -0.3
H 0.1 0.0 -0.2
H 0.0 -0.1 0.1
H -0.1 0.4 -0.1
H 0.0 -0.3 0.5
H 0.5 0.3 -0.1
H 0.1 -0.3 0.2
H 0.2 0.6 -0.4
C -0.4 -0.5 0.2
N -0.6 -1.0 0.4
C -0.7 2.3 0.2
C 0.1 -0.2 1.1
C 0.0 -1.0 -0.1
C 0.8 0.3 -0.4
C 1.2 1.3 -1.2
C 0.1 0.3 -1.0
C -0.7 0.8 -0.1
C 0.4 -0.3 -0.3
N -0.1 1.9 0.2
C -0.2 -0.2 -0.4
C 0.3 -0.4 0.2
C 0.0 -1.3 0.6
H 0.1 0.1 0.2
H 0.2 0.1 0.0
H 0.4 -0.3 -0.2
H 0.4 -0.2 -0.2
H -0.2 -0.6 -0.1
H -0.6 -0.1 0.8
H -0.5 -0.7 0.3
H -0.1 -0.6 0.5
H -0.2 -0.1 0.1
H 0.1 -0.5 -0.1
H 0.3 -0.1 0.2
H -0.3 0.8 0.1
H 0.1 0.3 -0.2
H 0.1 -0.4 0.1
C 0.5 0.1 0.0
N -2.0 0.4 0.2
C 0.7 0.7 0.5
C 1.1 -0.6 -0.4
C -0.6 0.2 -0.4
C 0.1 -0.1 0.0
C 0.6 0.1 0.2
C -0.4 -0.1 1.6
C -0.2 -0.2 0.1
C -0.2 -0.2 0.0
N -1.6 2.3 -0.5
C 1.0 -0.2 -0.2
C 0.4 -0.4 -1.1
C 0.8 -1.5 -0.3
H 0.0 0.0 -0.3
H -0.1 -0.2 0.0
H 0.1 0.0 0.1
H -0.8 -0.1 -0.3
H -0.1 -0.1 -0.1
H 0.1 -0.1 0.2
H 0.0 -0.1 0.0
H 0.6 0.0 -0.3
H 0.6 -0.3 0.3
H -0.2 0.0 0.2
H 0.0 0.4 -0.3
H -1.1 0.0 -0.4
H -0.1 0.2 0.6
H 0.5 0.3 -0.1
C -0.7 0.6 0.8
N 0.4 0.3 1.0
C -0.4 0.5 -0.6
C 0.1 -1.1 -0.4
C -0.8 0.1 -0.1
C 0.0 0.7 -0.7
O 0.0 -0.5 0.0
H 0.4 0.6 -0.4
H 0.2 0.1 0.0
H 0.5 -0.3 0.1
H -0.3 -0.6 0.1
H 0.8 -0.1 0.4
H -0.3 0.2 0.1
H -0.3 -0.1 0.2
H 0.4 -0.1 0.5
H 0.1 0.1 -0.2
H -0.3 -0.5 -0.3
H 0.1 0.3 -0.2
H 0.1 0.0 -0.3
H -0.6 -0.4 0.3
H 0.2 -0.1 0.1
C -0.5 0.2 0.3
N 1.2 1.0 -0.1
C -0.9 -0.3 0.0
C -0.1 0.5 -0.1
C -1.0 -0.6 0.2
C 1.5 -0.4 -0.8
O 0.8 0.0 1.4
H 0.1 0.3 0.1
H 0.0 -0.2 -0.1
H -0.5 -0.3 0.3
H 0.1 0.1 0.2
H 0.3 0.0 0.2
H 0.2 0.1 0.0
H 0.8 -0.1 -0.4
H -0.2 0.0 -0.4
H 0.0 0.2 0.2
H -0.2 -0.3 -0.3
H 0.1 -0.2 -0.1
H -0.5 0.3 -0.1
H 0.0 -0.1 0.0
H -0.6 -0.1 -0.9
C 0.8 0.2 -1.0
N -0.4 0.3 0.1
C 0.5 -1.1 0.3
C -0.7 0.4 0.5
C -0.2 0.0 -0.6
C -0.3 1.3 -0.1
O 1.2 -0.1 -1.1
H -0.1 -0.4 0.4
H -0.2 -0.2 0.4
H 0.0 0.3 0.3
H -0.4 0.1 -0.1
H -0.4 0.3 0.5
H 0.1 0.4 0.1
H 0.3 -0.7 -0.4
H 0.2 0.4 -0.4
H 0.1 -0.2 0.0
H -0.1 -0.5 -0.3
H 0.0 -0.3 0.3
H 0.1 0.2 0.1
H -0.3 0.0 0.0
H -0.2 -0.3 0.4
C 0.6 -0.4 0.4
N -0.2 -0.9 -0.2
C -0.8 0.5 0.0
C 0.7 -0.2 -0.5
C -0.8 -0.9 0.4
C 0.9 0.2 0.7
O 0.1 0.0 -0.8
H -0.1 0.0 -0.2
H -0.1 0.4 -0.3
H 0.5 0.3 0.0
H 0.3 -0.3 0.0
H 0.7 0.1 -0.1
H -0.3 -0.1 0.1
H -1.1 -0.2 0.4
H 1.0 0.0 0.4
H -0.2 0.2 -0.3
H 0.0 0.6 -0.2
H -0.1 0.1 0.0
H 0.5 0.3 0.1
H -0.5 -0.1 0.0
H -0.5 -0.1 0.1
Br -0.1 -0.3 0.3
Br 0.2 0.3 0.4